Record 1
A molecular structure, C26H49BMoN9 at a distorted geometry, computed with the ωB97M-V functional and the def2-TZVPD basis.

Output
Net charge   +1
LUMO (spin up / spin down)   -2.9 / -2.9 eV
Relative energy (zero: lowest compared OMol25 entry of this formula, charge and spin)   1.168 eV
Gap between HOMO and LUMO (spin up / spin down)   7.64 / 7.65 eV

Geometry as XYZ:
```
86
Properties=species:S:1:pos:R:3:forces:R:3
Mo -0.15530 -0.16710 0.67890 -0.345 -3.213 -1.478
C -5.00710 1.17460 1.96900 0.255 -0.143 0.045
C -3.61580 0.53750 1.89700 0.028 -0.141 -0.019
C -3.47720 -0.31330 0.63390 0.297 0.218 0.195
C -2.52830 1.56840 1.97910 -0.045 0.090 0.138
C -2.56630 2.81210 2.61950 0.051 -0.264 -0.160
C -1.32470 3.37100 2.41330 0.043 -0.478 -0.253
N -0.58370 2.50330 1.70360 -0.244 0.804 0.609
N -1.31150 1.40220 1.43480 0.099 0.013 1.060
B 0.74810 2.77260 0.99920 0.024 -0.533 -0.095
N 0.52080 2.56110 -0.50560 0.237 0.696 -0.354
C 0.78010 3.52180 -1.40960 -0.137 -0.242 -0.160
C 0.11330 3.21550 -2.56400 0.100 -0.166 0.247
C -0.56970 2.02050 -2.29040 0.139 0.422 -0.127
N -0.28550 1.61050 -1.04490 -0.226 -0.470 0.019
C -1.56470 1.49440 -3.28400 -0.106 -0.374 -0.054
C -2.61300 0.58370 -2.66640 0.105 0.233 -0.048
C -0.89010 0.85390 -4.50150 -0.097 0.159 0.083
N 1.86210 1.81430 1.43520 0.519 0.577 0.612
C 3.07330 2.19340 1.86840 -0.109 -0.340 -0.094
C 3.87000 1.07850 1.94150 -0.258 0.004 -0.133
C 3.06430 0.01200 1.53020 0.338 0.221 0.058
N 1.84480 0.47950 1.21100 -0.432 -0.001 0.568
C 3.56060 -1.40210 1.55170 -0.275 -0.222 0.040
C 3.79560 -1.81410 3.01180 0.075 0.050 -0.227
C 2.62910 -2.36490 0.83580 0.206 0.113 0.050
H -5.76260 0.42500 1.74600 -0.090 -0.051 0.035
H -5.20010 1.55980 2.96630 -0.083 0.111 0.053
H -5.10840 1.98330 1.25010 -0.010 0.104 -0.090
H -3.51010 -0.11490 2.77040 0.012 0.084 -0.100
H -3.76430 0.27320 -0.23410 0.084 -0.028 -0.080
H -2.42240 -0.65360 0.51730 -0.709 -0.133 -0.131
H -4.12940 -1.18350 0.68820 0.110 -0.129 -0.026
H -3.38570 3.23190 3.16220 -0.205 0.132 0.077
H -0.92760 4.31520 2.72080 0.135 0.262 -0.009
H 1.07680 3.88900 1.20280 0.182 0.242 0.113
H 1.39890 4.36000 -1.16610 0.109 0.212 0.161
H 0.07510 3.78210 -3.47090 -0.021 0.129 -0.202
H -2.08370 2.39110 -3.64750 0.121 -0.102 0.076
H -2.13560 -0.19130 -2.07190 -0.017 -0.082 0.024
H -3.26780 1.17090 -2.02840 -0.091 -0.051 0.115
H -3.21620 0.12280 -3.44330 -0.097 -0.101 -0.064
H -0.64610 -0.18520 -4.30880 0.066 -0.137 0.007
H -1.55810 0.88590 -5.35760 -0.090 -0.045 -0.093
H 0.02190 1.38380 -4.76180 0.108 0.016 -0.102
H 3.29340 3.21470 2.09940 -0.051 0.289 -0.048
H 4.89610 1.02470 2.23840 0.223 -0.021 0.108
H 4.53580 -1.40990 1.04820 -0.120 0.082 -0.008
H 2.88390 -1.68920 3.58960 -0.081 -0.030 0.086
H 4.10530 -2.85480 3.05850 0.029 -0.128 0.049
H 4.57300 -1.20440 3.46480 0.040 0.031 0.094
H 1.67680 -2.40560 1.35730 0.115 -0.165 -0.103
H 2.44740 -2.00160 -0.17040 -0.073 -0.123 0.021
H 3.07260 -3.35780 0.79400 -0.033 -0.114 0.013
N 2.38890 -0.20890 -1.58430 -0.103 0.021 -0.113
C 2.13340 -0.58820 -2.97530 0.232 -0.099 -0.191
C 2.33050 -2.07780 -3.26220 -0.217 0.193 0.219
C 1.37810 -3.05580 -2.56680 -0.032 0.138 -0.121
C -0.11600 -2.75750 -2.72920 0.125 -0.282 -0.153
N -0.69710 -2.22890 -1.48400 0.036 0.170 0.167
H 2.34720 0.80630 -1.51760 -0.024 -0.110 0.093
H 3.34270 -0.46280 -1.34140 0.004 0.054 0.079
H 2.79590 -0.04480 -3.66510 -0.201 0.017 -0.007
H 1.10870 -0.29050 -3.18400 -0.029 -0.007 -0.146
H 3.35580 -2.36200 -3.00300 0.029 0.038 -0.101
H 2.22620 -2.20930 -4.34210 0.084 0.001 -0.019
H 1.59660 -3.09050 -1.50150 0.023 -0.123 0.038
H 1.59450 -4.04600 -2.97290 -0.028 -0.020 0.107
H -0.63490 -3.67890 -3.02540 0.036 0.139 -0.037
H -0.27840 -2.02930 -3.52430 -0.025 -0.020 0.000
H -0.55220 -2.92340 -0.75450 -0.129 0.106 -0.059
H -1.70320 -2.14850 -1.61470 0.081 -0.055 0.181
C -1.25580 -3.91700 1.64280 0.116 0.410 0.068
C -0.85030 -2.67560 2.46290 -0.572 -1.579 0.922
C 0.27970 -3.08350 3.43480 -0.116 0.275 -0.361
C -2.05360 -2.23400 3.32200 0.308 0.055 -0.274
N -0.44260 -1.62120 1.61600 0.628 3.460 -0.835
H -1.55140 -4.71540 2.31750 -0.049 -0.085 0.053
H -0.41960 -4.27110 1.04490 0.129 -0.079 -0.085
H -2.09380 -3.68520 0.98980 -0.122 -0.007 -0.104
H -0.11510 -3.75150 4.19500 -0.090 -0.062 0.023
H 0.67260 -2.19690 3.92260 0.127 0.081 0.113
H 1.07680 -3.60180 2.91240 0.160 -0.002 0.006
H -2.24900 -2.97260 4.09630 0.013 -0.049 0.014
H -2.94450 -2.14470 2.70890 -0.119 0.089 -0.070
H -1.82180 -1.28020 3.79180 -0.081 0.069 0.093
```
Positions in Å, forces in eV/Å.

Charges obtained by Mulliken population analysis, quoted in units of e:
1 Mo 0.741
2 C -1.968
3 C 1.661
4 C -0.315
5 C -0.239
6 C -1.575
7 C -0.448
8 N 0.058
9 N 0.864
10 B 0.303
11 N 0.068
12 C -0.495
13 C -1.384
14 C -0.392
15 N 0.645
16 C 0.668
17 C -1.148
18 C -1.571
19 N 0.047
20 C -0.304
21 C -1.821
22 C -0.323
23 N 0.726
24 C 1.000
25 C -1.672
26 C -0.328
27 H 0.434
28 H 0.451
29 H 0.400
30 H -0.218
31 H 0.291
32 H -0.421
33 H 0.484
34 H 0.533
35 H 0.543
36 H -0.174
37 H 0.567
38 H 0.623
39 H 0.643
40 H -0.225
41 H 0.371
42 H 0.476
43 H 0.229
44 H 0.489
45 H 0.388
46 H 0.529
47 H 0.611
48 H 0.533
49 H 0.298
50 H 0.437
51 H 0.442
52 H -0.241
53 H -0.887
54 H 0.756
55 N -0.426
56 C 0.279
57 C -1.156
58 C -0.035
59 C -0.758
60 N -0.085
61 H 0.135
62 H 0.332
63 H 0.519
64 H -0.695
65 H 0.398
66 H 0.442
67 H -0.183
68 H 0.432
69 H 0.435
70 H 0.206
71 H -0.118
72 H 0.269
73 C -1.725
74 C 1.679
75 C -1.598
76 C -1.685
77 N -0.438
78 H 0.483
79 H 0.307
80 H 0.380
81 H 0.499
82 H 0.299
83 H 0.448
84 H 0.557
85 H 0.290
86 H 0.356



Record 2
5 unconnected molecules or ions with the total composition C26H50ClF3N4O4P3 at a distorted geometry, computed with the ωB97M-V functional and the def2-TZVPD basis.

Output
Net charge   -1
LUMO   2.2 eV
Gap between HOMO and LUMO   6.34 eV

Geometry as XYZ:
```
91
Properties=species:S:1:pos:R:3:forces:R:3
C -1.20429 5.03303 1.23528 -0.309 0.114 0.102
C -1.74654 4.21510 0.06632 0.106 0.469 -0.263
O -1.12168 2.96623 -0.22092 -0.140 0.330 0.603
C -1.11749 1.90358 0.74520 -0.201 -1.332 -0.882
P -2.56336 2.02156 1.94774 -0.201 2.003 0.747
C -2.41329 0.71767 3.24869 -0.089 -0.593 -0.022
C -3.39576 -0.45317 3.19913 -0.083 0.003 0.247
C -4.05150 1.65568 0.94288 -0.073 -1.363 -0.427
C -4.11354 0.33972 0.12306 0.139 0.216 -0.048
O -1.31327 0.74692 -0.02069 0.439 0.875 0.275
P -0.38659 -0.67985 0.41133 -0.101 -1.943 -0.488
C 0.63221 -0.67895 -1.18069 0.110 0.777 -0.291
O 0.71142 0.42294 1.28032 -0.117 0.447 0.185
C 0.37783 1.77247 1.26761 0.182 -0.587 0.123
P 1.45369 2.28091 -0.22898 -0.353 -0.403 -0.112
O 2.90061 1.70998 0.35153 0.013 0.426 0.149
Cl 1.85279 4.36230 -0.12515 0.237 0.262 -0.076
C 0.76264 2.34453 2.66499 0.470 0.096 -0.181
F 1.42101 3.52614 2.58019 -0.235 -0.177 0.132
F 1.58147 1.51319 3.32889 -0.186 0.194 -0.108
F -0.29003 2.56887 3.48172 0.103 0.000 -0.022
H -0.33203 5.62477 0.96820 0.119 -0.169 -0.020
H -1.99105 5.73161 1.53651 0.011 0.008 -0.017
H -0.99827 4.42427 2.11013 0.062 -0.010 -0.015
H -2.82832 4.10497 0.16498 0.018 -0.252 0.136
H -1.59799 4.80628 -0.84089 0.021 -0.145 -0.064
H -1.39671 0.32906 3.28738 0.026 0.024 -0.166
H -2.56587 1.24477 4.19233 -0.001 0.140 -0.057
H -3.16527 -1.15266 2.39891 -0.017 0.057 0.004
H -3.35976 -1.00401 4.14396 0.077 -0.010 -0.005
H -4.42528 -0.10361 3.09346 -0.005 -0.055 -0.117
H -4.26820 2.48604 0.27313 0.171 0.233 0.148
H -4.85936 1.65014 1.67980 0.040 0.122 0.095
H -3.78005 0.52828 -0.89679 -0.036 -0.070 0.010
H -5.12389 -0.07652 0.09882 -0.063 0.077 -0.002
H -3.43219 -0.40994 0.51512 -0.095 -0.012 -0.047
H 0.42885 -1.78504 0.88132 -0.086 0.116 -0.086
H -1.36825 -1.50070 -0.28515 0.132 0.001 0.125
H -1.19261 -0.89399 1.60307 0.131 0.628 0.064
H 0.62352 -1.67150 -1.62824 -0.150 -0.169 0.237
H 0.20171 0.01883 -1.90884 0.069 -0.073 0.005
H 1.68347 -0.40031 -1.03494 -0.052 -0.049 0.121
H 3.60231 2.28653 0.02511 0.012 -0.056 0.067
C -0.51234 -4.15502 2.98703 -0.078 -0.033 -0.048
C -0.54650 -5.58536 2.45458 -0.048 0.144 0.176
C 0.68091 -5.93075 1.60387 -0.309 0.013 -0.097
C 0.75747 -5.04235 0.44394 0.261 0.145 0.056
N 0.82064 -4.30015 -0.42998 -0.030 -0.221 -0.179
H -0.50909 -3.42383 2.17528 0.048 0.000 0.016
H -1.38639 -3.95440 3.60857 0.015 0.000 0.009
H 0.37938 -3.98586 3.59444 0.008 0.017 -0.007
H -1.44931 -5.72742 1.85563 0.024 -0.043 -0.025
H -0.60099 -6.29159 3.28699 0.032 -0.054 -0.051
H 0.62295 -6.95801 1.23969 0.108 0.133 0.155
H 1.59383 -5.82314 2.19263 0.025 0.020 -0.049
C 5.57546 -1.29860 -3.47241 0.053 0.011 -0.038
C 5.11408 0.02101 -4.08005 0.087 -0.097 0.046
C 3.68595 0.39270 -3.66887 0.092 -0.032 -0.043
C 2.72156 -0.61858 -4.10098 -0.254 -0.004 0.145
N 1.95164 -1.41206 -4.41050 0.167 -0.007 -0.200
H 4.95362 -2.12784 -3.81145 -0.042 0.016 0.030
H 6.60526 -1.51585 -3.76038 0.000 0.003 0.017
H 5.52816 -1.26558 -2.38265 -0.020 -0.011 0.001
H 5.17504 -0.03625 -5.16922 -0.023 0.038 -0.004
H 5.78502 0.82302 -3.76438 -0.052 0.042 -0.006
H 3.39413 1.34933 -4.10365 -0.035 0.013 0.036
H 3.60842 0.48455 -2.58299 -0.063 -0.005 0.013
C 0.23032 10.37327 0.51289 0.015 -0.015 0.027
C 1.20663 9.22937 0.26560 -0.055 0.128 0.093
C 1.12653 8.67394 -1.16109 -0.039 -0.068 0.212
C -0.21250 8.15032 -1.44392 -0.004 -0.057 -0.125
N -1.27229 7.75861 -1.64904 0.043 0.051 0.022
H -0.80266 10.04375 0.39470 0.006 -0.009 -0.038
H 0.33966 10.75786 1.52717 0.005 0.012 -0.008
H 0.40605 11.19823 -0.18132 -0.010 0.002 -0.002
H 1.01286 8.42304 0.97488 0.032 -0.040 -0.035
H 2.22682 9.57443 0.44445 0.026 -0.056 -0.044
H 1.85029 7.86882 -1.29239 -0.041 -0.036 -0.060
H 1.35153 9.45429 -1.89036 -0.008 -0.005 -0.022
C -0.36079 -7.97854 -2.71045 -0.002 -0.059 -0.006
C -0.82064 -9.41543 -2.48465 0.075 0.160 -0.106
C -1.45714 -9.62322 -1.10478 0.084 0.033 -0.107
C -0.50535 -9.31639 -0.03629 0.004 -0.049 0.090
N 0.26687 -9.07870 0.77981 -0.083 -0.197 -0.066
H 0.41232 -7.68745 -1.99849 -0.025 0.010 0.024
H 0.05583 -7.86225 -3.71040 -0.012 0.015 -0.002
H -1.19010 -7.27676 -2.60964 0.010 0.016 0.007
H 0.02648 -10.09527 -2.59680 -0.028 -0.038 0.028
H -1.55400 -9.69048 -3.24509 -0.034 -0.047 0.050
H -1.79176 -10.65358 -0.97876 -0.017 0.007 0.032
H -2.32493 -8.97193 -0.98697 -0.006 0.005 0.026
```
Positions in Å, forces in eV/Å.

Charges obtained by Mulliken population analysis, quoted in units of e:
1 C -0.617
2 C -0.032
3 O -0.537
4 C 0.363
5 P -0.095
6 C -0.457
7 C -1.412
8 C -0.730
9 C -0.969
10 O -0.470
11 P 1.249
12 C -1.457
13 O -0.767
14 C 0.665
15 P 0.226
16 O -0.531
17 Cl -0.381
18 C 0.784
19 F -0.295
20 F -0.276
21 F -0.210
22 H -0.093
23 H 0.465
24 H 0.099
25 H 0.007
26 H 0.365
27 H 0.302
28 H 0.618
29 H 0.251
30 H 0.422
31 H 0.297
32 H 0.462
33 H 0.511
34 H 0.343
35 H 0.303
36 H -0.012
37 H -0.241
38 H -0.001
39 H -0.639
40 H 0.610
41 H 0.390
42 H 0.116
43 H 0.276
44 C -0.814
45 C -0.430
46 C -0.132
47 C 0.301
48 N -0.413
49 H 0.023
50 H 0.358
51 H 0.333
52 H 0.292
53 H 0.334
54 H -0.096
55 H 0.334
56 C -1.161
57 C -0.497
58 C 0.103
59 C 0.216
60 N -0.499
61 H 0.360
62 H 0.344
63 H 0.291
64 H 0.297
65 H 0.320
66 H 0.326
67 H -0.066
68 C -1.177
69 C -0.336
70 C -0.371
71 C 0.251
72 N -0.481
73 H 0.352
74 H 0.338
75 H 0.298
76 H 0.233
77 H 0.319
78 H 0.240
79 H 0.350
80 C -1.124
81 C -0.386
82 C -0.425
83 C 0.293
84 N -0.514
85 H 0.310
86 H 0.340
87 H 0.305
88 H 0.291
89 H 0.300
90 H 0.296
91 H 0.271



Look up the net charge of the first one.
+1



Which value of net charge does entry 1 give?
+1



The lowest net charge belongs to which entry?
C26H50ClF3N4O4P3